Model 1:
DFT (ωB97M-V/def2-TZVPD) results for an isolated molecule of C6H11N.

multiplicity: 1
orbital gap: 0.3473 Eh
SMILES: C=C/C=C/CNC
lowest unoccupied orbital energy: 1.073 eV
charge: 0

The geometry in XYZ format:
```
18
Properties=species:S:1:pos:R:3:lowdin_charge:R:1
C -1.6998 1.8993 -2.2811 -0.141
N -0.5572 1.0683 -1.8933 -0.133
C -0.4908 0.7870 -0.4692 -0.263
C 1.4742 -2.4684 2.7377 -0.004
C 1.3385 -1.9121 1.5376 -0.209
C 0.5253 -0.7640 1.1695 -0.143
C 0.3854 -0.3759 -0.1022 -0.084
H -2.6027 1.4904 -1.8180 0.073
H -1.8511 1.8851 -3.3567 0.072
H -1.6314 2.9211 -1.8875 0.076
H 0.2374 1.6690 -2.0914 0.100
H -1.5025 0.6745 -0.0726 0.116
H -0.0827 1.6196 0.1356 0.122
H 1.2026 -1.9227 3.6350 0.055
H 1.9689 -3.4217 2.8592 0.048
H 1.9806 -2.2569 0.7265 0.101
H 0.1651 -0.1046 1.9343 0.108
H 1.1401 -0.7880 -0.7635 0.108
```

Model 2:
DFT (ωB97M-V/def2-TZVPD) results for an isolated molecule of C6H11N.

multiplicity: 1
orbital gap: 0.3250 Eh
SMILES: C=CC/C(C)=C/N
lowest unoccupied orbital energy: 1.025 eV
charge: 0

The geometry in XYZ format:
```
18
Properties=species:S:1:pos:R:3:lowdin_charge:R:1
C 2.0614 0.7393 -0.1008 -0.056
C 0.6179 0.2537 0.1476 -0.277
C -0.0276 0.2894 1.3432 -0.171
N 0.1531 1.2503 2.3551 0.032
C -0.0039 -0.3926 -1.1285 -0.188
C -1.5139 -0.6550 -0.9618 -0.207
C -1.8824 -1.9224 -1.0528 -0.008
H 1.9794 1.4828 -1.0015 0.104
H 2.4189 1.4795 0.5233 0.027
H 2.5569 -0.1440 -0.4216 0.067
H -0.9070 -0.3140 1.5355 0.104
H 0.9567 1.7651 2.3016 0.023
H -0.7173 1.7910 2.5063 0.102
H 0.2634 -1.4023 -1.2816 0.064
H 0.1796 0.3143 -2.1241 0.174
H -1.9815 0.2969 -0.6617 0.110
H -2.9530 -2.1523 -1.1124 0.061
H -1.2007 -2.6798 -0.8658 0.039
```

Model 3:
DFT (ωB97M-V/def2-TZVPD) results for an isolated molecule of C6H11N.

multiplicity: 1
orbital gap: 0.3968 Eh
SMILES: CC[C@H](C)C1=NC1
lowest unoccupied orbital energy: 1.028 eV
charge: 0

The geometry in XYZ format:
```
18
Properties=species:S:1:pos:R:3:lowdin_charge:R:1
C -0.6455 -1.8156 0.9540 -0.108
C -0.8642 -1.0072 -0.3242 -0.222
C 0.1587 0.1031 -0.6440 -0.328
C -0.4058 2.7748 0.0333 -0.099
C 1.6040 -0.3679 -0.4480 -0.060
C -0.1060 1.3676 0.0848 -0.326
N -0.0898 1.8594 1.2368 0.174
H 0.2945 -2.3744 0.9136 0.065
H -1.4535 -2.5506 1.0581 0.073
H -0.6334 -1.1892 1.8546 0.080
H -1.8700 -0.5775 -0.2962 0.110
H -0.8550 -1.6932 -1.1800 0.110
H -1.4342 3.1138 -0.0722 0.075
H 0.3595 3.5053 -0.2327 0.078
H 0.0372 0.3225 -1.7062 0.133
H 2.3297 0.4343 -0.6160 0.082
H 1.7704 -0.7456 0.5668 0.077
H 1.8035 -1.1597 -1.1825 0.087
```

Model 4:
DFT (ωB97M-V/def2-TZVPD) results for an isolated molecule of C6H11N.

multiplicity: 1
orbital gap: 0.4155 Eh
SMILES: CCC[C@@H](C)C#N
lowest unoccupied orbital energy: 0.927 eV
charge: 0

The geometry in XYZ format:
```
18
Properties=species:S:1:pos:R:3:lowdin_charge:R:1
C -2.6048 -0.0494 -0.7413 -0.103
C -1.1854 0.5093 -0.4785 -0.277
C 0.0752 -0.3542 -0.6957 -0.065
C 1.2175 -0.4865 0.6993 -0.260
C 2.6623 0.0141 0.4243 -0.085
C 0.4932 0.2620 1.6951 -0.229
N -0.3943 0.8615 2.1434 0.154
H -3.2842 0.3146 0.0432 0.070
H -3.0350 0.2766 -1.6954 0.062
H -2.6539 -1.1439 -0.7173 0.065
H -1.0845 1.5020 -0.9356 0.109
H -1.1518 0.7447 0.6089 0.024
H -0.1988 -1.3857 -0.9533 0.093
H 0.7454 0.0614 -1.4488 0.085
H 1.2724 -1.5355 1.0338 0.127
H 3.1280 -0.6327 -0.3253 0.074
H 2.6629 1.0393 0.0437 0.078
H 3.3357 0.0023 1.2994 0.081
```

Bottom line: model 4, by a margin of 0.0070 hartree.

Model 1:
DFT (ωB97M-V/def2-TZVPD) results for an isolated molecule of C6H11N.

multiplicity: 1
orbital gap: 0.3341 Eh
SMILES: C/C=C/C/C=C/N
lowest unoccupied orbital energy: 1.238 eV
charge: 0

The geometry in XYZ format:
```
18
Properties=species:S:1:pos:R:3:lowdin_charge:R:1
C 0.3786 1.1777 -0.4183 -0.145
C 0.0754 2.4372 -0.7216 -0.232
N 0.8018 3.5332 -0.2776 0.024
C -0.3971 -0.0801 -0.6329 -0.224
C -0.0104 -1.2057 0.3018 -0.127
C -0.7201 -2.3201 0.4230 -0.168
C -0.2451 -3.5079 1.2282 -0.113
H 1.3561 1.0641 0.0556 0.098
H -0.7459 2.6712 -1.3922 0.115
H 0.8284 4.3696 -0.8396 0.074
H 1.7341 3.3530 0.0676 0.080
H -1.4763 0.0755 -0.5361 0.112
H -0.3475 -0.4288 -1.6750 0.113
H 0.7565 -0.9762 1.0378 0.106
H -1.5367 -2.5120 -0.2315 0.091
H 0.8294 -3.6279 1.1093 0.069
H -0.6893 -4.4213 0.8426 0.060
H -0.4906 -3.5421 2.2891 0.067
```

Model 2:
DFT (ωB97M-V/def2-TZVPD) results for an isolated molecule of C6H11N.

multiplicity: 1
orbital gap: 0.3232 Eh
SMILES: C=NC(=C)CCC
lowest unoccupied orbital energy: 0.142 eV
charge: 0

The geometry in XYZ format:
```
18
Properties=species:S:1:pos:R:3:lowdin_charge:R:1
C -1.6263 1.3783 -0.3576 -0.099
C -1.0366 0.1253 -1.0009 -0.280
C -0.4233 -0.8218 0.0220 -0.184
C 0.7960 -0.3512 0.8817 -0.394
C 0.6726 -0.5124 2.2057 0.053
C 2.2584 -0.1941 -0.9774 -0.003
N 1.9122 0.1242 0.2079 0.026
H -2.5616 1.1140 0.1455 0.071
H -0.9857 1.7530 0.4334 0.068
H -1.8919 2.1409 -1.0867 0.068
H -1.7574 -0.5116 -1.5502 0.111
H -0.4023 0.4091 -1.8383 0.083
H -1.1807 -1.2428 0.6850 0.108
H 0.0409 -1.6778 -0.4984 0.111
H 1.6073 -0.7233 2.7414 0.060
H -0.1779 -0.3013 2.8527 0.068
H 3.3147 -0.2190 -1.2359 0.076
H 1.4415 -0.4895 -1.6298 0.057
```

Model 3:
DFT (ωB97M-V/def2-TZVPD) results for an isolated molecule of C6H11N.

multiplicity: 1
orbital gap: 0.2607 Eh
SMILES: C/C=C/C(C)=C/N
lowest unoccupied orbital energy: 0.391 eV
charge: 0

The geometry in XYZ format:
```
18
Properties=species:S:1:pos:R:3:lowdin_charge:R:1
C -0.0589 -1.4271 0.9530 -0.080
N -2.9988 -0.2547 0.7213 0.068
C -2.0081 -0.4238 -0.3094 -0.156
C -0.7049 -0.3772 0.0927 -0.317
C 0.2021 0.5924 -0.6295 -0.084
C 1.5498 0.4804 -0.7062 -0.163
C 2.4980 1.6730 -0.8296 -0.113
H 1.0027 -1.6352 0.8188 0.061
H -0.5478 -2.3815 0.8120 0.073
H -0.1206 -1.0885 2.0004 0.074
H -3.8435 -0.7950 0.5639 0.072
H -2.4909 -0.3680 1.5946 0.082
H -2.5103 -0.8286 -1.1837 0.115
H -0.3037 1.4452 -1.0783 0.098
H 2.0398 -0.3141 -0.1564 0.071
H 3.0487 1.7007 0.1142 0.071
H 1.9665 2.5528 -1.2287 0.075
H 3.2797 1.4492 -1.5490 0.053
```

Model 4:
DFT (ωB97M-V/def2-TZVPD) results for an isolated molecule of C6H11N.

multiplicity: 1
orbital gap: 0.4326 Eh
SMILES: CCC[C@@H](C)C#N
lowest unoccupied orbital energy: 0.942 eV
charge: 0

The geometry in XYZ format:
```
18
Properties=species:S:1:pos:R:3:lowdin_charge:R:1
C 0.5871 2.0954 0.5826 -0.114
C -0.4069 1.0659 1.1394 -0.250
C -0.8907 0.0124 0.1308 -0.188
C 0.1009 -1.1398 -0.1351 -0.366
C -0.3570 -2.0535 -1.2773 -0.068
C 1.4432 -0.6158 -0.4313 -0.201
N 2.4635 -0.1158 -0.6461 0.161
H 1.5101 1.6639 0.1875 0.027
H 0.1158 2.6714 -0.2208 0.076
H 0.8844 2.7919 1.3684 0.070
H 0.0216 0.5497 2.0093 0.110
H -1.2888 1.5976 1.5230 0.104
H -1.8148 -0.4577 0.4939 0.117
H -1.1446 0.4963 -0.8225 0.122
H 0.1990 -1.7290 0.7876 0.147
H -1.3331 -2.4863 -1.0385 0.082
H -0.4473 -1.4815 -2.2068 0.088
H 0.3577 -2.8651 -1.4440 0.084
```

Bottom line: model 4, by a margin of 0.0490 hartree.

Model 1:
DFT (ωB97M-V/def2-TZVPD) results for an isolated molecule of C6H11N.

multiplicity: 1
orbital gap: 0.3555 Eh
SMILES: C=CCN/C=C/C
lowest unoccupied orbital energy: 1.020 eV
charge: 0

The geometry in XYZ format:
```
18
Properties=species:S:1:pos:R:3:lowdin_charge:R:1
C -3.1179 0.7520 -0.8425 -0.113
C -2.0078 -0.2886 -0.8254 -0.176
C -1.4538 -0.6605 0.2935 -0.138
N 0.0287 -0.9444 0.4193 -0.064
C 1.0071 0.0969 0.0109 -0.264
C 3.4805 0.5564 0.3471 -0.015
C 2.2634 0.2223 0.8331 -0.179
H -3.0083 1.3030 -1.8161 0.080
H -4.1036 0.2339 -0.8041 0.069
H -3.0624 1.3883 0.0978 0.089
H -1.3689 -0.2042 -1.7086 0.100
H -1.8875 -0.8679 1.2395 0.092
H 0.3898 -1.8197 0.0962 0.090
H 0.5102 1.0701 -0.0666 0.118
H 1.2660 -0.0442 -1.0532 0.107
H 3.7962 0.4207 -0.6864 0.048
H 4.1477 1.1600 1.0007 0.058
H 2.0908 -0.1004 1.8658 0.097
```

Model 2:
DFT (ωB97M-V/def2-TZVPD) results for an isolated molecule of C6H11N.

multiplicity: 1
orbital gap: 0.2879 Eh
SMILES: C=C/C(C)=C(\C)N
lowest unoccupied orbital energy: 0.677 eV
charge: 0

The geometry in XYZ format:
```
18
Properties=species:S:1:pos:R:3:lowdin_charge:R:1
C 0.6779 -0.0535 -2.0273 -0.102
N -0.6902 2.2590 0.2110 0.058
C -0.5755 0.7236 0.1621 -0.249
C 0.4499 0.0011 -0.5132 -0.267
C 0.9536 -1.3633 0.1501 -0.152
C 1.4287 -1.6101 1.3928 -0.004
C -1.7929 -0.0720 0.7712 -0.077
H 1.3762 0.7802 -2.2861 0.066
H 1.2821 -1.0067 -2.2675 0.082
H -0.3764 -0.0873 -2.5370 0.108
H -0.1171 2.6634 -0.5738 0.088
H -1.5813 2.7093 0.3654 0.051
H 0.8389 -2.1165 -0.6153 0.074
H 1.8675 -2.5514 1.5278 0.018
H 1.2208 -1.0646 2.3456 0.074
H -2.7949 0.4941 0.7437 0.081
H -2.0699 -1.0664 0.3288 0.076
H -1.6651 -0.3227 1.8778 0.077
```

Model 3:
DFT (ωB97M-V/def2-TZVPD) results for a cluster of 2 separate species, C6H11N in total.

multiplicity: 1
orbital gap: 0.2773 Eh
lowest unoccupied orbital energy: 0.706 eV
charge: 0

The geometry in XYZ format:
```
18
Properties=species:S:1:pos:R:3:lowdin_charge:R:1
C -1.1235 -0.3426 0.7605 -0.205
C 1.6650 0.1466 -0.5585 -0.190
C 2.3233 1.1434 0.3215 -0.190
C 2.4193 -1.0983 -0.7083 -0.202
C -2.9743 0.1229 -0.6257 -0.099
C -2.4802 -0.1055 0.8327 -0.243
N 0.0207 -0.3431 0.6718 0.192
H 3.3509 0.9352 0.6841 0.074
H 1.6111 1.2245 1.1741 0.074
H 2.3180 2.0757 -0.1665 0.037
H 1.8261 -2.0085 -1.0253 0.083
H 2.8656 -1.4911 0.1996 0.062
H 3.1524 -0.7532 -1.3544 0.057
H -3.2107 1.2009 -0.7373 0.067
H -3.9896 -0.4348 -0.8390 0.100
H -2.1087 -0.2463 -1.3738 0.125
H -3.0556 -0.8862 1.3768 0.128
H -2.6099 0.8604 1.3677 0.133
```

Model 4:
DFT (ωB97M-V/def2-TZVPD) results for an isolated molecule of C6H11N.

multiplicity: 1
orbital gap: 0.3631 Eh
SMILES: [H]/N=C1\[C@H](C)[C@H]1CC
lowest unoccupied orbital energy: 1.080 eV
charge: 0

The geometry in XYZ format:
```
18
Properties=species:S:1:pos:R:3:lowdin_charge:R:1
C -2.5016 0.0282 0.4425 -0.080
C -1.2220 -0.1617 -0.3674 -0.232
C 0.1302 0.1502 0.3189 -0.241
C 1.2582 -0.8204 0.1132 -0.228
C 2.6131 -0.1667 0.3390 -0.101
C -0.2577 0.9943 -0.7546 -0.336
N -0.3049 1.8515 -1.6795 0.174
H -3.4080 -0.1988 -0.1351 0.070
H -2.6026 1.0576 0.8062 0.078
H -2.5016 -0.6352 1.3202 0.074
H -1.2048 -1.0894 -0.9574 0.135
H -1.1759 1.2874 -1.8391 0.070
H 0.0134 0.5791 1.3073 0.154
H 1.0917 -1.6552 0.8015 0.116
H 1.2015 -1.2305 -0.9053 0.121
H 2.6678 0.2773 1.3394 0.076
H 3.4184 -0.8995 0.2426 0.070
H 2.7849 0.6318 -0.3922 0.080
```

Bottom line: model 4, by a margin of 0.0103 hartree.

Model 1:
DFT (ωB97M-V/def2-TZVPD) results for an isolated molecule of C6H11N.

multiplicity: 1
orbital gap: 0.3210 Eh
SMILES: C[C@H]1[C@]2(C)C[C@]12N
lowest unoccupied orbital energy: 1.079 eV
charge: 0

The geometry in XYZ format:
```
18
Properties=species:S:1:pos:R:3:lowdin_charge:R:1
C 0.8552 0.5490 -0.2956 -0.349
C -0.6065 0.5559 -0.4971 -0.328
C 0.2053 -0.6598 -0.9713 -0.194
C 0.1487 1.8812 -0.5212 0.010
C -1.6223 0.3917 0.5906 -0.058
C 0.1049 -2.0000 -0.3264 -0.073
N 1.5090 0.3707 0.9930 0.074
H 0.3321 -0.7521 -2.0447 0.113
H 2.1444 -0.4253 0.9546 0.074
H 2.0997 1.1752 1.1995 0.074
H 0.0318 2.5597 0.3142 0.107
H 0.2840 2.3602 -1.4824 0.081
H -1.9635 -0.6426 0.6887 0.068
H -1.2509 0.7240 1.5653 0.079
H -2.5041 0.9946 0.3476 0.076
H 0.2497 -1.9699 0.7572 0.080
H -0.8774 -2.4407 -0.5243 0.084
H 0.8599 -2.6719 -0.7475 0.082
```

Model 2:
DFT (ωB97M-V/def2-TZVPD) results for an isolated molecule of C6H11N.

multiplicity: 1
orbital gap: 0.3315 Eh
SMILES: C=CC/C(C)=C/N
lowest unoccupied orbital energy: 1.028 eV
charge: 0

The geometry in XYZ format:
```
18
Properties=species:S:1:pos:R:3:lowdin_charge:R:1
C 1.3440 -1.1523 1.2914 -0.064
C 0.5216 -0.4118 0.2622 -0.300
C 1.0529 0.2541 -0.7714 -0.180
N 2.3880 0.3662 -1.1785 0.052
C -0.9679 -0.5603 0.3976 -0.193
C -1.9003 0.3764 -0.3690 -0.191
C -2.8709 1.0909 0.1832 -0.002
H 2.3043 -0.6198 1.3437 0.062
H 1.0296 -0.9409 2.3197 0.079
H 1.5161 -2.2144 1.1375 0.079
H 0.3513 0.8725 -1.3108 0.096
H 2.6120 1.3111 -1.4707 0.083
H 3.0153 -0.0027 -0.4846 0.060
H -1.3914 -0.4157 1.4032 0.103
H -1.2359 -1.6194 0.2544 0.122
H -1.6105 0.4630 -1.4170 0.088
H -3.5816 1.7253 -0.3270 0.049
H -2.8798 1.1776 1.2663 0.055
```

Bottom line: model 2, by a margin of 0.0529 hartree.